The following is a DFT calculation (wB97M-V/def2-TZVPD) of a molecular structure, C24H15ClIN5O6SV.

Geometry (Å):
V 0.25 0.38 -0.06
N 2.73 -3.65 1.53
C 2.32 -2.87 0.43
S 1.76 -3.74 -0.95
N 2.45 -1.59 0.64
N 2.04 -0.73 -0.37
C 2.83 -0.59 -1.36
C 2.63 0.30 -2.50
C 3.70 0.45 -3.38
C 3.64 1.24 -4.51
C 2.45 1.91 -4.77
C 1.36 1.78 -3.94
C 1.40 0.98 -2.76
O 0.35 0.88 -2.03
H 2.26 -4.54 1.53
H 2.65 -3.14 2.40
H 3.75 -1.17 -1.37
H 4.62 -0.10 -3.16
H 4.50 1.34 -5.17
H 2.37 2.55 -5.65
H 0.43 2.30 -4.14
Cl -2.53 6.56 1.67
C -1.42 5.25 1.31
C -0.07 5.47 1.40
C 0.85 4.45 1.12
I 2.89 4.84 1.27
C 0.46 3.15 0.73
O 1.25 2.20 0.48
C -0.99 2.96 0.65
N -1.39 1.71 0.28
C -2.67 1.44 0.17
C -3.66 2.40 0.42
C -3.29 3.66 0.81
C -1.92 3.98 0.93
H 0.30 6.44 1.69
H -2.91 0.43 -0.14
H -4.70 2.13 0.32
H -4.03 4.42 1.01
O 0.15 -0.22 1.99
C -0.31 -1.26 2.44
C -1.02 -2.30 1.74
C -1.45 -3.38 2.49
C -2.17 -4.41 1.91
C -2.47 -4.37 0.53
C -2.07 -3.33 -0.23
C -1.33 -2.22 0.32
O -1.02 -1.25 -0.41
N -2.62 -5.50 2.71
O -2.34 -5.52 3.91
O -3.29 -6.39 2.18
H -0.20 -1.45 3.52
H -1.23 -3.43 3.55
H -3.02 -5.20 0.09
H -2.26 -3.29 -1.29

<S²>: 3.7653
M: 714.78 g mol⁻¹
E: -102016.015 eV
total charge: -2
HOMO level (spin up / spin down): -1.02 / -1.81 eV
energy relative to the best compared isomer or geometry (same formula, charge and spin): 0.0 kJ/mol
lowest unoccupied orbital energy (spin up / spin down): 0.1393 / 0.1393 hartree
multiplicity: 4


The following is a DFT calculation (wB97M-V/def2-TZVPD) of a single C4H9NO2 molecule.

Geometry (Å):
N -1.15 2.21 -1.71
C -0.24 1.65 -0.87
O 0.45 2.41 -0.20
C -0.14 0.13 -0.70
C 0.21 -0.11 0.78
C 0.74 -1.50 1.10
O -0.30 -2.46 1.08
H -1.13 3.22 -1.63
H -1.82 1.74 -2.31
H -1.07 -0.36 -1.01
H 0.62 -0.34 -1.35
H 0.95 0.64 1.04
H -0.65 0.13 1.41
H 1.48 -1.70 0.32
H 1.31 -1.50 2.05
H 0.11 -3.34 1.01

SMILES string: NC(=O)CCCO
M: 103.12 g mol⁻¹
E: -9879.244 eV
total charge: 0
HOMO level: -9.89 eV
energy relative to the best compared isomer or geometry (same formula, charge and spin): 78.8 kJ/mol
lowest unoccupied orbital energy: 0.0323 hartree


The following is a DFT calculation (wB97M-V/def2-TZVPD) of a single C3H2F4 molecule at a distorted geometry.

Geometry (Å):
C -0.09 -1.38 0.18
C 0.21 1.41 0.17
C -0.31 0.02 -0.54
F -0.69 -1.60 1.29
F -0.05 1.75 1.38
F -1.62 0.12 -0.91
F 0.36 -0.01 -1.68
H 0.93 -2.01 0.21
H 1.25 1.70 -0.10

M: 114.04 g mol⁻¹
E: -14008.624 eV
total charge: 0
HOMO level (spin up / spin down): -9.16 / -9.26 eV
energy relative to the best compared isomer or geometry (same formula, charge and spin): 418.9 kJ/mol
lowest unoccupied orbital energy (spin up / spin down): -0.0093 / -0.0088 hartree


The following is a DFT calculation (wB97M-V/def2-TZVPD) of a single C5H9ClO molecule at a distorted geometry.

Geometry (Å):
C 2.14 -0.49 -1.78
C 1.33 -0.68 -0.73
C -1.02 -0.29 1.76
C 0.26 0.65 -0.43
C -0.97 0.60 0.41
O -1.99 -0.21 -0.41
Cl -1.51 2.36 0.65
H 2.58 -1.40 -2.30
H 2.35 0.48 -2.18
H 1.23 -1.58 -0.26
H -1.97 -0.50 2.22
H -0.55 0.38 2.52
H -0.42 -1.10 1.62
H -0.13 0.91 -1.35
H 0.99 1.38 -0.18
H -2.32 -0.52 0.44

SMILES string: C=CC[C@](C)(O)Cl
M: 120.58 g mol⁻¹
E: -19898.062 eV
total charge: 0
HOMO level: -9.81 eV
energy relative to the best compared isomer or geometry (same formula, charge and spin): 303.5 kJ/mol
lowest unoccupied orbital energy: 0.0315 hartree


The following is a DFT calculation (wB97M-V/def2-TZVPD) of 2 unconnected molecules or ions with the total composition C2H3FO2 at a distorted geometry.

Geometry (Å):
C -1.19 0.73 -0.51
C -0.74 0.09 0.55
O -1.43 1.29 -1.51
O 1.68 0.19 1.84
F 2.17 1.41 1.64
H 1.81 -0.38 1.02
H -1.39 0.35 1.24
H 0.16 -0.35 0.73

SMILES string: C=C=O.OF
M: 78.04 g mol⁻¹
E: -8929.070 eV
total charge: 0
HOMO level: -9.37 eV
energy relative to the best compared isomer or geometry (same formula, charge and spin): 571.7 kJ/mol
lowest unoccupied orbital energy: 0.0177 hartree